# 1
148
Properties=species:S:1:pos:R:3 method="wB97M-V/def2-TZVPD" homo_ev=-21.51 de_lowest_ev=0.3917 charge=+6 energy_ha=-2358.7553 spin_multiplicity=1 homo_lumo_gap_ha=0.374
B 0.8744 0.5314 0.3167
H -0.0588 -0.1011 0.0948
H 0.5159 1.4964 0.8301
H 1.5929 -0.0133 1.0244
H 1.4323 0.7209 -0.6674
C -2.6752 -1.6478 -2.3628
C -3.9138 -0.9304 -1.8077
N -5.1312 -1.3277 -2.5337
C -5.4535 -1.0228 -3.8341
C -6.5477 -1.7822 -4.1398
N -6.9257 -2.4397 -2.9951
C -6.0026 -2.1970 -2.0362
C -8.0413 -3.3796 -2.9172
H -2.7243 -2.7161 -2.1450
H -1.7296 -1.2933 -1.9534
H -2.6655 -1.4943 -3.4409
H -3.6625 0.1305 -1.9001
H -4.0949 -0.9579 -0.7334
H -4.7835 -0.4036 -4.4028
H -7.1170 -1.9441 -5.0414
H -6.1013 -2.5290 -1.0175
H -7.9275 -4.1370 -3.6950
H -9.0282 -2.9266 -2.9661
H -8.0639 -4.0571 -2.0616
C 6.6937 4.6230 4.9818
C 5.4172 4.1892 5.7252
N 4.8193 3.0380 5.0700
C 5.2440 1.7694 5.3720
C 4.3617 0.9163 4.7579
N 3.4060 1.6675 4.1298
C 3.7205 2.9667 4.3208
C 2.1913 1.1492 3.5157
H 6.4955 5.0335 3.9925
H 7.4214 3.8345 4.7786
H 7.1899 5.3126 5.6636
H 4.6968 5.0063 5.7692
H 5.6065 3.9608 6.7729
H 6.1092 1.5975 5.9909
H 4.3423 -0.1607 4.7648
H 3.0257 3.7735 4.1564
H 2.2890 0.0957 3.2580
H 1.9966 1.6758 2.5859
H 1.3541 1.1611 4.2136
C -0.6296 4.4453 0.3833
N -1.6587 4.6537 1.4904
C -1.7962 3.3429 2.2466
C -1.1015 5.6189 2.5042
C -3.0506 5.1868 1.0088
C -3.7666 4.3396 -0.0058
O -2.9216 4.2677 -1.1531
H 0.3215 4.3126 0.8976
H -0.6949 5.2959 -0.2863
H -0.7907 3.4855 -0.0993
H -2.5366 3.4371 3.0404
H -0.8210 3.1781 2.7000
H -2.1222 2.5270 1.6057
H -1.6454 5.6229 3.4464
H -1.0764 6.5902 2.0165
H -0.1178 5.2221 2.7481
H -2.7784 6.1731 0.6325
H -3.6765 5.3800 1.8803
H -4.7240 4.7984 -0.2612
H -4.0071 3.3603 0.4207
H -3.3910 3.7566 -1.8209
C 4.6372 -0.9363 0.3326
N 4.9145 -0.6574 -1.1252
C 5.0095 0.8333 -1.2746
C 6.2098 -1.3903 -1.4755
C 3.7341 -1.2253 -1.8990
C 3.9277 -1.2925 -3.3916
O 2.6822 -1.4303 -4.0218
H 3.6162 -0.6135 0.5316
H 5.3717 -0.4108 0.9351
H 4.5989 -2.0130 0.4869
H 5.8236 1.1812 -0.6384
H 4.0502 1.2846 -1.0369
H 5.3538 1.1480 -2.2599
H 6.9220 -0.9291 -0.7948
H 6.5493 -1.1139 -2.4729
H 5.9490 -2.4413 -1.4158
H 2.8203 -0.7426 -1.5771
H 3.7740 -2.2721 -1.5902
H 4.5832 -2.1196 -3.6762
H 4.4731 -0.3835 -3.6794
H 2.7161 -1.1636 -4.9451
C -3.8899 -2.4045 5.5891
N -3.0692 -2.0741 4.3192
C -2.2270 -3.2907 3.9810
C -4.1083 -1.8144 3.2518
C -2.2547 -0.8040 4.5140
C -1.0744 -0.6407 3.5545
O -1.4411 -0.5685 2.1513
H -3.2760 -2.5343 6.4773
H -4.4532 -3.2865 5.2959
H -4.6081 -1.6132 5.8006
H -1.3496 -3.2788 4.6251
H -1.9975 -3.3610 2.9214
H -2.7618 -4.1913 4.2801
H -4.8894 -1.2013 3.6886
H -4.4339 -2.7939 2.9015
H -3.6487 -1.3668 2.3723
H -1.9479 -0.9016 5.5551
H -2.9592 0.0230 4.4489
H -0.2735 -1.3796 3.5984
H -0.6638 0.3662 3.6611
H -0.7370 -0.1025 1.6479
C 0.3899 -6.7327 -0.9161
N 1.1088 -5.3814 -0.8924
C 2.4863 -5.6631 -0.3661
C 1.2830 -4.8727 -2.3208
C 0.2344 -4.4079 -0.1074
C 0.9787 -3.1802 0.5272
O 1.3336 -2.2273 -0.4555
H 0.2982 -7.1720 0.0744
H 0.9755 -7.3496 -1.5931
H -0.6160 -6.6139 -1.3154
H 2.9528 -6.3959 -1.0222
H 2.4174 -5.9118 0.6885
H 3.1519 -4.8143 -0.5336
H 1.8841 -5.5799 -2.8842
H 1.7636 -3.8958 -2.2510
H 0.3455 -4.6115 -2.8093
H -0.0359 -4.9533 0.7985
H -0.5789 -4.1484 -0.7764
H 1.9008 -3.5908 0.9458
H 0.3296 -2.6581 1.2331
H 1.0053 -1.3259 -0.1602
C -1.1861 3.4469 -5.0256
N -0.7061 2.0443 -5.2520
C -1.8825 1.1125 -4.8707
C -0.4345 1.7743 -6.7146
C 0.5710 1.8433 -4.4349
C 0.5599 2.2713 -2.9435
O -0.3717 1.5460 -2.1498
H -0.4122 4.1870 -5.2241
H -1.6466 3.5613 -4.0504
H -1.9115 3.6019 -5.8260
H -2.2551 1.4675 -3.9161
H -1.3790 0.1483 -4.8268
H -2.6296 1.0835 -5.6591
H 0.0441 0.7981 -6.7806
H 0.3262 2.4981 -7.0073
H -1.3169 1.8379 -7.3436
H 1.2716 2.3801 -5.0747
H 0.8263 0.7851 -4.4969
H 0.3647 3.3328 -2.7761
H 1.5987 2.1202 -2.6347
H 0.1456 1.3691 -1.3321

***

# 2
156
Properties=species:S:1:pos:R:3 method="wB97M-V/def2-TZVPD" homo_ev=-9.62 de_lowest_ev=10.5745 charge=+1 energy_ha=-3091.8702 spin_multiplicity=1 homo_lumo_gap_ha=0.038
Cd 0.3492 -4.0987 6.1125
C -0.9791 -0.7114 1.8044
O -0.9810 -1.1398 3.1483
H -0.6244 -1.5251 1.1718
H -1.9522 -0.5187 1.3526
H -0.3764 0.1829 1.6459
C 0.1896 0.9251 -10.3882
O 0.0530 -0.2921 -9.6746
C 1.3073 -1.0190 -9.4201
C 0.9169 -2.3073 -8.6972
N -0.0147 -2.1559 -7.5466
C 0.6788 -1.5661 -6.4063
C 1.6924 -2.4366 -5.6827
O 2.8867 -2.4182 -6.4513
C 3.8121 -3.3896 -5.9151
H 0.8974 1.6192 -9.9352
H -0.8146 1.3356 -10.4932
H 0.3870 0.6748 -11.4306
H 1.9008 -0.3543 -8.7924
H 1.9416 -1.1877 -10.2904
H 1.7344 -2.9558 -8.3823
H 0.3193 -2.9305 -9.3625
H -0.7150 -1.5614 -7.9664
H -0.1386 -1.3179 -5.7293
H 1.2112 -0.6419 -6.6310
H 1.2564 -3.3913 -5.3884
H 2.0263 -1.8612 -4.8193
H 3.6706 -4.2932 -6.5080
H 3.6922 -3.4984 -4.8372
H 4.8240 -3.0869 -6.1845
C 7.4268 8.8771 2.7648
O 6.4523 7.8657 2.9271
C 6.5619 7.4028 4.2107
C 5.5798 6.2321 4.4013
N 4.2399 6.8509 4.4689
C 3.2304 5.7677 4.5225
C 1.7922 6.1973 4.1219
O 0.9991 6.5784 5.1986
C 1.5285 7.7768 5.7860
H 8.4043 8.3960 2.7308
H 7.4649 9.6274 3.5544
H 7.3825 9.2668 1.7478
H 6.4031 8.2220 4.9120
H 7.5687 6.9933 4.2932
H 5.7657 5.7277 5.3495
H 5.7335 5.4845 3.6231
H 4.1373 7.2987 3.5694
H 3.0920 5.5188 5.5746
H 3.5732 4.9865 3.8440
H 1.2952 5.3307 3.6858
H 1.7578 6.9042 3.2929
H 1.3483 8.6693 5.1867
H 2.5815 7.7491 6.0659
H 1.0179 8.0062 6.7213
C -7.3236 3.0466 -7.7698
O -7.4182 2.6563 -6.4276
C -6.4929 1.6339 -6.0948
C -6.9071 0.8813 -4.8470
N -6.7946 1.7007 -3.6683
C -6.9702 0.8838 -2.4964
C -7.0190 1.8601 -1.3401
O -8.2454 2.5102 -1.2364
C -8.2072 3.4024 -0.1283
H -8.0109 3.8612 -7.9978
H -7.4396 2.2620 -8.5174
H -6.3563 3.4814 -8.0217
H -5.5386 2.1430 -5.9596
H -6.4857 0.9581 -6.9500
H -6.2446 0.0249 -4.7214
H -7.9474 0.6027 -5.0152
H -7.5906 2.3217 -3.6947
H -6.2199 0.0979 -2.4092
H -7.9566 0.4205 -2.4793
H -6.1938 2.5698 -1.4001
H -6.8553 1.2417 -0.4575
H -8.0171 2.9614 0.8503
H -9.2247 3.7702 0.0041
H -7.5751 4.2841 -0.2330
C 4.3582 -2.8261 5.6925
O 3.7427 -3.7256 4.7877
C 4.7562 -4.4390 4.0094
C 3.9458 -5.1018 2.8546
N 2.7968 -5.9533 3.2858
C 2.1233 -6.7555 2.2097
C 2.9382 -7.8554 1.5937
O 3.7112 -7.3687 0.4755
C 4.4497 -8.2796 -0.2452
H 5.0418 -3.3919 6.3254
H 3.5707 -2.3373 6.2661
H 5.0045 -2.0847 5.2227
H 5.2911 -5.1583 4.6297
H 5.4960 -3.7799 3.5551
H 4.6320 -5.7898 2.3607
H 3.5453 -4.3320 2.1949
H 3.2501 -6.7423 3.7242
H 1.6714 -6.0953 1.4694
H 1.2439 -7.1941 2.6813
H 2.2668 -8.7010 1.4442
H 3.7258 -8.1540 2.2855
H 3.8969 -8.6390 -1.1132
H 4.8550 -9.1495 0.2715
H 5.3431 -7.8111 -0.6580
C -1.0636 -11.7187 4.0897
O -2.4153 -11.4682 3.5871
C -3.4337 -11.0835 4.5738
C -4.6669 -10.5955 3.8701
N -4.2976 -9.4382 3.1273
C -5.4204 -8.9668 2.3750
C -5.0599 -7.8025 1.4909
O -4.1768 -8.1178 0.4430
C -3.7601 -7.0640 -0.4094
H -0.3537 -11.9855 3.3067
H -1.1083 -12.5839 4.7511
H -0.5967 -10.8057 4.4593
H -3.0206 -10.2554 5.1497
H -3.6777 -11.7739 5.3811
H -5.4852 -10.2656 4.5101
H -5.0439 -11.3553 3.1856
H -3.6849 -9.8124 2.4168
H -6.1265 -8.6907 3.1581
H -5.8073 -9.7553 1.7296
H -4.5678 -6.9665 1.9879
H -5.9396 -7.3626 1.0211
H -3.1341 -6.3034 0.0572
H -4.6555 -6.5546 -0.7655
H -3.3178 -7.5888 -1.2562
C 3.4810 11.1245 1.7266
O 3.2982 10.4148 0.5066
C 1.9959 9.8415 0.3019
C 1.9556 8.9772 -0.9237
N 2.8126 7.8611 -0.4807
C 3.0235 6.8438 -1.4646
C 1.7729 5.8757 -1.5574
O 0.8130 6.4330 -2.3912
C -0.4110 5.7321 -2.1063
H 3.2709 10.4798 2.5800
H 2.8218 11.9918 1.7614
H 4.5153 11.4608 1.7987
H 1.1993 10.5771 0.1909
H 1.7335 9.2947 1.2076
H 2.3729 9.3055 -1.8757
H 0.9468 8.6219 -1.1339
H 3.7114 8.2069 -0.1763
H 3.9375 6.2587 -1.3626
H 3.2213 7.3131 -2.4283
H 1.2883 5.7904 -0.5848
H 2.1785 4.9102 -1.8596
H -1.0867 5.8720 -2.9501
H -0.8702 6.0917 -1.1855
H -0.3393 4.6629 -1.9070
O -2.3353 1.7949 6.8062
H -1.9883 2.6334 6.5018
H -2.0517 1.1635 6.1450
O -0.9560 -1.8673 8.9281
H -1.5215 -1.1467 8.6504
H -1.0855 -1.9228 9.8749

***

# 3
175
Properties=species:S:1:pos:R:3 method="wB97M-V/def2-TZVPD" homo_ev=-9.42 de_lowest_ev=2.5717 energy_ha=-4367.0568 spin_multiplicity=1 homo_lumo_gap_ha=0.342
C 4.0937 12.0252 5.9147
N 2.9017 11.3046 5.3309
O 1.9751 10.9699 6.0587
O 2.9114 11.1293 4.1249
H 4.0926 13.0960 5.7106
H 5.0703 11.5711 5.7471
H 4.0429 11.9151 6.9979
C 1.0168 1.7869 9.9284
N -0.4294 1.9172 10.0776
O -0.8249 1.9868 11.2365
O -1.1765 1.8300 9.0583
H 1.4342 1.7013 10.9317
H 1.3673 2.6500 9.3624
H 1.3139 0.8956 9.3759
C -9.7546 -3.1364 0.0219
N -9.2706 -3.3783 1.3703
O -8.1587 -3.8461 1.4801
O -10.0809 -3.1803 2.2906
H -9.5861 -4.0694 -0.5161
H -9.1461 -2.2819 -0.2740
H -10.8234 -2.9332 0.0889
C -4.2377 -5.0048 7.7633
N -3.4663 -6.2615 7.4943
O -4.0462 -7.1435 6.8671
O -2.4131 -6.3555 8.0671
H -5.0266 -4.8413 7.0291
H -3.4714 -4.2668 7.5261
H -4.5196 -4.9754 8.8158
C -3.5917 8.3662 9.1722
N -4.9951 7.8982 9.1291
O -5.4628 7.2458 10.0658
O -5.6565 8.1577 8.1381
H -3.1360 7.8998 8.2988
H -3.1644 8.1736 10.1563
H -3.5758 9.4253 8.9149
C -6.9600 3.6877 -5.6420
N -6.0137 2.7730 -4.9952
O -6.4643 2.1565 -4.0337
O -4.8488 2.7134 -5.4065
H -6.5647 4.1985 -6.5201
H -7.1178 4.5185 -4.9542
H -7.8737 3.1099 -5.7815
C -3.4047 10.9576 0.8211
N -3.1951 12.3586 0.2996
O -2.1336 12.9205 0.4970
O -4.1883 12.8761 -0.1986
H -4.3859 10.6102 0.4975
H -3.4043 10.9913 1.9105
H -2.5949 10.4129 0.3356
C 2.3343 -0.1032 -6.2733
N 3.5477 -0.8734 -6.6249
O 3.8584 -1.0094 -7.7813
O 4.2720 -1.3894 -5.6977
H 2.2614 0.7292 -6.9732
H 2.4195 0.1336 -5.2127
H 1.4890 -0.7690 -6.4468
C 9.6878 5.2121 2.6833
N 8.9433 6.3126 3.3791
O 9.4341 6.8840 4.3933
O 7.8504 6.5233 2.9669
H 10.6391 5.6313 2.3555
H 9.2167 4.8313 1.7771
H 9.9792 4.4585 3.4149
C -2.4138 -18.7380 -1.3889
O -1.7905 -17.4054 -1.2275
C -2.4197 -16.2720 -1.8002
C -1.8367 -14.9819 -1.1946
O -2.2643 -14.9749 0.1358
C -1.7604 -13.8499 0.8534
H -1.8553 -19.5406 -0.9073
H -2.4723 -18.9040 -2.4646
H -3.4232 -18.8281 -0.9876
H -3.4981 -16.3383 -1.6565
H -2.4118 -16.4276 -2.8791
H -2.2425 -14.1197 -1.7238
H -0.7482 -14.9967 -1.2485
H -0.6850 -13.8703 1.0305
H -2.2466 -13.8221 1.8285
H -1.9762 -12.8920 0.3802
C 1.5455 -6.8104 -8.1114
O 0.1975 -6.8567 -7.6572
C 0.0779 -6.8221 -6.2100
C -1.4253 -6.6011 -5.8012
O -1.9069 -5.3791 -6.2671
C -3.1259 -4.9253 -5.8126
H 2.0233 -5.9196 -7.7036
H 1.5738 -6.7461 -9.1991
H 2.0579 -7.7414 -7.8689
H 0.7940 -6.0918 -5.8332
H 0.4513 -7.7970 -5.8963
H -1.3654 -6.5065 -4.7169
H -2.0088 -7.4853 -6.0580
H -3.2196 -3.9211 -6.2261
H -3.2726 -4.8669 -4.7341
H -3.8961 -5.5558 -6.2569
C -1.0629 -2.3153 1.8704
O -0.6551 -0.9847 1.5576
C -1.7527 -0.0576 1.6750
C -1.1565 1.3978 1.4566
O -0.3900 1.7760 2.6308
C -0.1642 3.1464 2.6532
H -1.5188 -2.3544 2.8597
H -0.2351 -3.0221 1.9267
H -1.7370 -2.5771 1.0549
H -2.3885 -0.1644 2.5539
H -2.4554 -0.1949 0.8530
H -2.0516 1.9978 1.2928
H -0.5466 1.3940 0.5532
H 0.7570 3.4138 3.1709
H -0.9779 3.5849 3.2309
H -0.0633 3.6573 1.6957
C 9.7561 -8.3514 0.6431
O 8.3050 -8.2246 0.6819
C 7.6454 -8.8272 -0.3570
C 6.1755 -8.4240 -0.4581
O 5.2757 -8.8888 0.5185
C 5.6473 -8.5410 1.8893
H 10.1351 -9.3717 0.7025
H 10.0717 -7.8383 1.5515
H 10.2102 -7.8709 -0.2235
H 7.6966 -9.9122 -0.2657
H 8.0487 -8.5356 -1.3268
H 5.8009 -8.8307 -1.3974
H 6.0956 -7.3447 -0.5879
H 5.8858 -7.4882 2.0408
H 6.5291 -9.0326 2.3002
H 4.8342 -8.8942 2.5234
C -9.2055 9.5510 -5.2504
O -9.5248 8.8314 -4.0832
C -9.5477 9.5243 -2.8592
C -9.8313 8.7100 -1.5159
O -8.7007 7.8899 -1.3109
C -8.6856 7.1365 -0.1053
H -8.1823 9.9204 -5.1824
H -9.8962 10.3838 -5.3826
H -9.2562 8.8883 -6.1144
H -10.2970 10.2939 -3.0447
H -8.5905 10.0198 -2.6967
H -10.7697 8.1598 -1.5855
H -10.0619 9.3553 -0.6682
H -7.7221 6.6282 -0.0666
H -9.4999 6.4153 -0.0343
H -8.7799 7.7757 0.7726
C 0.4896 7.5441 -4.2062
O 1.1615 8.7200 -3.8218
C 2.4242 8.9386 -4.4193
C 3.5853 8.0259 -3.8776
O 3.3266 6.6241 -4.0464
C 4.3730 5.8495 -3.3892
H 0.3172 7.4884 -5.2810
H -0.5321 7.5731 -3.8275
H 0.9170 6.6169 -3.8244
H 2.6057 10.0011 -4.2578
H 2.2586 8.9140 -5.4963
H 3.7204 8.2346 -2.8164
H 4.4851 8.3358 -4.4092
H 5.3079 5.9139 -3.9459
H 4.0448 4.8136 -3.4755
H 4.4567 6.0617 -2.3234
C 6.4700 0.2834 2.2185
O 7.7918 -0.2979 2.3301
C 8.1102 -1.3196 1.4301
C 8.1992 -1.0121 -0.0949
O 9.0503 0.0691 -0.3329
C 9.4636 0.2062 -1.7386
H 5.7622 -0.5374 2.3345
H 6.3102 0.6863 1.2183
H 6.2375 1.1150 2.8837
H 7.4271 -2.1403 1.6489
H 9.1242 -1.6141 1.7006
H 7.1986 -0.8302 -0.4871
H 8.5546 -1.9390 -0.5450
H 10.1386 1.0514 -1.8734
H 8.5936 0.3773 -2.3725
H 10.0193 -0.6980 -1.9872